The following is a quantum chemistry calculation of a single C3HClFN molecule in a non-equilibrium geometry, from the Open Molecules 2025 dataset.

Structure (XYZ):
```
7
C3HClFN | the Open Molecules 2025 dataset | ωB97M-V/def2-TZVPD
N 1.30892 -0.04796 -2.32323
F 0.14937 -1.61573 0.23995
C -0.50406 0.46227 0.73686
C 0.00858 -0.35198 -0.14426
C 0.52713 -0.16154 -1.42672
H -0.60451 1.56776 0.48234
Cl -0.88543 0.14718 2.43506
```

For the LUMO energy, the calculation gives -0.2 eV. The calculation puts the HOMO-LUMO gap at 10.26 eV. As for the SMILES: N#C/C(F)=C/Cl. The spin multiplicity is 1.

Just the natural (NBO) charges please, in e? Sure, here they are: number 1, N, carries -0.22; number 2, F, carries -0.29; number 3, C, carries -0.20; number 4, C, carries 0.23; number 5, C, carries 0.20; number 6, H, carries 0.24; number 7, Cl, carries 0.04

=====

The following is a quantum chemistry calculation of 2 unconnected molecules or ions with the total composition C3HClFO2 in a non-equilibrium geometry, from the Open Molecules 2025 dataset.

Structure (XYZ):
```
8
C3HClFO2 | the Open Molecules 2025 dataset | ωB97M-V/def2-TZVPD
C -3.03191 0.85337 -0.14046
O -3.96536 1.39815 -0.63119
O -2.43708 0.59409 1.04499
C 0.37103 0.44648 -0.81118
H -0.16258 0.83996 -1.80364
C -1.87818 0.02310 -0.22704
F 0.89126 1.62953 -0.24816
Cl -2.40332 -1.68167 -0.30005
```

As for the total charge: -1. For the LUMO energy, the calculation gives 3.8 eV. The calculation puts the HOMO-LUMO gap at 7.62 eV. The spin multiplicity is 1.

Just the natural (NBO) charges please, in e? Sure, here they are: number 1, C, carries 0.71; number 2, O, carries -0.60; number 3, O, carries -0.53; number 4, C, carries 0.04; number 5, H, carries 0.05; number 6, C, carries -0.09; number 7, F, carries -0.44; number 8, Cl, carries -0.14

=====

The following is a quantum chemistry calculation of 2 unconnected molecules or ions with the total composition C3HClO2 in a non-equilibrium geometry, from the Open Molecules 2025 dataset.

Structure (XYZ):
```
7
C3HClO2 | the Open Molecules 2025 dataset | ωB97M-V/def2-TZVPD
O -0.06905 -1.75142 1.37144
C -0.95626 0.22250 0.17887
C -0.36513 -0.78658 0.83233
C 1.28115 -0.19282 -1.34201
H -1.63791 0.23890 -0.57604
Cl -0.32991 1.85977 0.37893
O 2.07711 0.40966 -0.84353
```

For the LUMO energy, the calculation gives -0.2 eV. The calculation puts the HOMO-LUMO gap at 9.03 eV. The spin multiplicity is 1.

Just the natural (NBO) charges please, in e? Sure, here they are: number 1, O, carries -0.40; number 2, C, carries -0.55; number 3, C, carries 0.72; number 4, C, carries 0.47; number 5, H, carries 0.26; number 6, Cl, carries 0.00; number 7, O, carries -0.50

=====

What did we get for energy relative to the best compared isomer or geometry (same formula, charge and spin)? Answer: 0.794; 5.318; 0.073 eV, in the order shown.